A | Here is a 4-piece molecular cluster, C4H12O3 overall from OMol25. Energies are from ωB97M-V/def2-TZVPD.

Output
HOMO level in eV: -8.9017
Frontier orbital gap in eV: 9.5413
SMILES string: C=CC=C.O.O.O

Last column: Mulliken charge in e.
Positions of all 19 atoms, in Å:
C -1.277 -0.215 2.545  -0.761
C -1.107 -1.207 1.679  0.031
C -1.953 -1.469 0.512  0.043
C -1.591 -2.284 -0.464  -0.852
H -2.210 0.338 2.564  0.224
H -0.540 0.074 3.279  0.254
H -0.275 -1.900 1.788  0.284
H -2.884 -0.907 0.518  0.271
H -2.194 -2.717 -1.253  0.269
H -0.649 -2.829 -0.437  0.236
O 3.850 2.252 -0.031  -0.625
H 4.079 1.461 -0.533  0.318
H 4.699 2.668 0.136  0.305
O 1.876 -0.086 -1.304  -0.620
H 1.017 -0.251 -0.908  0.312
H 1.868 0.785 -1.664  0.310
O -0.751 1.787 -1.939  -0.594
H -1.635 2.162 -1.884  0.292
H -0.322 2.337 -2.605  0.302

---

B | Here is a 4-piece molecular cluster, C4H12O3 overall from OMol25. Energies are from ωB97M-V/def2-TZVPD.

Output
HOMO level in eV: -8.0154
Frontier orbital gap in eV: 3.7439

Last column: Mulliken charge in e.
Positions of all 19 atoms, in Å:
C 2.104 0.737 -0.288  -0.341
C 0.874 -0.113 -0.250  0.965
C 1.055 -1.574 -0.499  -1.040
C -0.567 0.311 -0.156  -0.978
O 3.336 0.313 -0.074  -0.399
H 2.010 1.800 -0.052  0.426
H 3.754 1.492 1.872  -0.115
H 0.758 -2.243 0.297  0.330
H 2.157 -1.658 -0.584  0.392
H 0.619 -1.913 -1.474  0.305
H -1.125 -0.073 0.721  0.345
H -1.135 -0.018 -1.053  0.312
H -0.619 1.410 -0.085  0.370
H -3.719 1.904 -0.501  0.182
H 3.303 1.353 2.448  0.118
O -3.018 1.359 -0.122  -0.858
H -3.744 -1.669 -0.112  0.278
H -3.117 -0.206 -0.065  0.426
O -2.927 -1.211 -0.026  -0.718

---

C | Here is C4H12O3 as an isolated structure from OMol25. Energies are from ωB97M-V/def2-TZVPD.

Output
HOMO level in eV: -9.1797
Frontier orbital gap in eV: 4.6990

Last column: Mulliken charge in e.
Positions of all 19 atoms, in Å:
C -0.578 -1.809 -2.240  -0.712
C -0.246 -0.839 -1.265  -0.012
C -0.554 -0.798 0.066  -0.008
C -0.351 0.319 0.912  0.017
H -0.236 -1.593 -3.364  0.247
H -1.415 -2.332 -2.064  0.345
H 0.423 -0.039 -1.681  0.321
H 0.663 -0.495 0.637  0.210
H -0.895 0.221 1.899  0.297
H -2.883 2.901 -1.388  0.002
H 1.919 -1.202 1.589  0.478
H 1.757 -2.955 2.281  0.235
O 1.321 -2.212 1.805  -0.811
H -0.266 1.425 0.615  0.337
H -0.245 3.584 1.290  0.250
O -0.811 2.907 1.007  -0.687
H -2.296 3.386 -1.563  -0.003
H 2.425 -0.299 0.266  0.320
O 2.269 -0.169 1.197  -0.826

---

D | Here is a 3-piece molecular cluster, C4H12O3 overall from OMol25. Energies are from ωB97M-V/def2-TZVPD.

Output
HOMO level in eV: -8.5491
Frontier orbital gap in eV: 9.0257
SMILES string: C/C=C(/C)O.O.O

Last column: Mulliken charge in e.
Positions of all 19 atoms, in Å:
C 2.726 -0.142 -0.172  -1.146
C 1.297 0.164 -0.602  -0.014
C 0.368 0.637 0.249  0.280
C -0.552 1.712 -0.185  -1.007
O 0.334 0.264 1.633  -0.531
H 3.373 0.695 -0.351  0.253
H 3.075 -1.071 -0.729  0.277
H 2.825 -0.337 0.889  0.391
H 1.089 -0.224 -1.597  0.362
H -1.598 1.391 -0.109  0.158
H -0.327 2.010 -1.204  0.347
H -0.406 2.637 0.498  0.258
H 1.267 0.009 1.935  0.314
O -1.304 -2.056 0.577  -0.654
H -0.639 -2.738 0.526  0.270
H -0.830 -1.270 0.880  0.447
O -3.800 -0.749 -0.942  -0.648
H -3.257 -1.097 -0.165  0.331
H -3.641 0.164 -1.130  0.313

---

Which structure loses on stability? C does.

---

A | Here is a 3-piece molecular cluster, C4H12O3 overall from OMol25. Energies are from ωB97M-V/def2-TZVPD.

Output
HOMO level in eV: -8.8741
Frontier orbital gap in eV: 9.6494
SMILES string: C/C=C/CO.O.O

Last column: Mulliken charge in e.
Positions of all 19 atoms, in Å:
C 1.250 -0.253 1.957  -1.210
C 0.628 0.237 0.657  -0.158
C -0.082 -0.561 -0.127  -0.201
C -0.642 -0.134 -1.435  -0.149
O -1.919 -0.728 -1.727  -0.541
H 1.704 0.599 2.457  0.338
H 0.490 -0.603 2.659  0.298
H 1.979 -1.026 1.774  0.300
H 0.652 1.301 0.436  0.323
H -0.246 -1.580 0.204  0.240
H 0.061 -0.332 -2.242  0.155
H -0.843 0.930 -1.473  0.304
H -1.909 -1.619 -1.361  0.290
O 2.485 1.091 -2.252  -0.606
H 2.499 0.960 -3.207  0.305
H 3.303 0.657 -1.983  0.304
O -2.734 0.347 1.862  -0.585
H -3.364 -0.363 1.691  0.302
H -3.311 1.076 2.112  0.291

---

B | Here is a 2-piece molecular cluster, C4H12O3 overall from OMol25. Energies are from ωB97M-V/def2-TZVPD.

Output
HOMO level in eV: -10.2565
Frontier orbital gap in eV: 11.0466
SMILES string: OCCCCO.O

Last column: Mulliken charge in e.
Positions of all 19 atoms, in Å:
O 0.588 -1.019 1.304  -0.496
C 1.187 -0.536 0.102  -0.455
C 0.227 0.588 -0.325  -0.426
C 0.926 1.644 -1.198  -0.529
C 1.123 2.994 -0.595  -0.534
O -0.085 3.483 0.080  -0.525
H 1.218 -1.511 1.765  0.298
H 2.169 -0.209 0.475  0.297
H 1.447 -1.212 -0.884  0.219
H 0.036 1.098 0.602  0.325
H -0.703 0.143 -0.648  0.384
H 0.319 1.889 -2.119  0.291
H 1.943 1.218 -1.492  0.306
H 1.410 3.850 -1.216  0.331
H 1.964 2.839 0.242  0.206
H -0.874 3.482 -0.575  0.308
O -3.447 -5.889 0.402  -0.646
H -3.361 -5.791 1.437  0.333
H -2.797 -6.540 0.223  0.313

---

Which structure loses on stability? B does.

---

A | Here is an isolated ion of composition C4H8N and charge +1 from OMol25. Energies are from ωB97M-V/def2-TZVPD.

Output
HOMO level in eV: -14.6823
Frontier orbital gap in eV: 8.8986
Net charge: +1
SMILES string: C=[NH+]C(=C)C

Last column: Mulliken charge in e.
Positions of all 13 atoms, in Å:
C -0.432 1.603 -0.984  -0.114
N 0.377 0.616 -0.846  -0.018
C 0.170 -0.505 0.054  0.483
C 0.485 -1.716 -0.440  -0.757
C -0.228 -0.241 1.467  -0.968
H -0.462 2.308 -1.805  0.292
H -1.000 1.909 -0.098  0.207
H 1.267 0.685 -1.341  0.353
H 0.933 -1.811 -1.420  0.294
H -0.002 -2.562 0.027  0.310
H -0.971 -0.932 1.834  0.356
H -0.769 0.706 1.434  0.287
H 0.632 -0.059 2.121  0.276

---

B | Here is an isolated ion of composition C4H8N and charge +1 from OMol25. Energies are from ωB97M-V/def2-TZVPD.

Output
HOMO level in eV: -14.6574
Frontier orbital gap in eV: 10.7478
Net charge: +1
SMILES string: C#C[C@H](C)[NH3+]

Last column: Mulliken charge in e.
Positions of all 13 atoms, in Å:
C -2.721 -0.289 -0.032  0.043
C -1.555 -0.028 -0.196  -0.637
C -0.199 0.098 -0.631  0.089
C 0.621 -1.247 0.078  -1.135
N 0.368 1.302 0.218  -0.422
H -3.679 -0.430 0.418  0.437
H -0.056 0.175 -1.743  0.349
H 0.179 -2.129 -0.306  0.354
H 1.625 -1.191 -0.183  0.441
H 0.720 -1.160 1.144  0.396
H 0.080 1.059 1.218  0.408
H -0.102 2.198 0.126  0.345
H 1.342 1.456 0.034  0.333

---

Which structure loses on stability? B does.

---

A | Here is an isolated ion of composition C4H8N and charge +1 from OMol25. Energies are from ωB97M-V/def2-TZVPD.

Output
HOMO level in eV: -14.5390
Frontier orbital gap in eV: 10.8018
Net charge: +1
SMILES string: [NH3+][C@H]1C=CC1

Last column: Mulliken charge in e.
Positions of all 13 atoms, in Å:
N -1.495 0.341 0.278  -0.251
C -0.419 0.097 -0.651  -0.116
C 0.988 1.109 -0.137  -0.478
C 1.604 0.010 0.276  -0.207
C 0.558 -1.002 -0.050  -0.904
H -2.258 -0.318 0.089  0.325
H -1.986 1.226 0.120  0.350
H -1.042 0.075 1.100  0.355
H -0.569 -0.143 -1.751  0.411
H 1.073 2.126 -0.337  0.458
H 2.447 -0.113 0.829  0.474
H 0.896 -1.767 -0.717  0.320
H 0.204 -1.640 0.951  0.262

---

B | Here is C4H8N as an isolated structure from OMol25. Energies are from ωB97M-V/def2-TZVPD.

Output
HOMO level in eV: -15.4441
Frontier orbital gap in eV: 10.3485
Net charge: +1

Last column: Mulliken charge in e.
Positions of all 13 atoms, in Å:
C -1.779 -0.300 -0.203  -0.616
C -0.911 0.785 -0.395  0.057
C -0.602 -0.079 0.767  -0.149
C 1.789 0.145 0.045  -0.770
N 0.538 -0.449 -0.169  -0.071
H -2.779 -0.052 0.336  0.290
H -1.891 -1.236 -0.626  0.274
H -0.483 1.505 -0.945  0.430
H -0.824 -0.043 1.909  0.344
H 1.898 0.753 0.933  0.316
H 2.760 -0.510 -0.080  0.310
H 1.959 0.797 -0.887  0.326
H 0.324 -1.316 -0.684  0.261

---

C | Here is an isolated ion of composition C4H8N and charge +1 from OMol25. Energies are from ωB97M-V/def2-TZVPD.

Output
HOMO level in eV: -15.5150
Frontier orbital gap in eV: 11.9670
Net charge: +1
SMILES string: C[N@@H+]1C=CC1

Last column: Mulliken charge in e.
Positions of all 13 atoms, in Å:
C 1.556 0.112 0.228  -0.675
N 0.188 0.126 -0.504  -0.005
C -0.930 1.084 -0.216  -0.507
C -1.708 0.133 0.325  -0.213
C -0.743 -0.992 0.012  -0.556
H 1.358 -0.626 0.932  0.277
H 2.397 -0.078 -0.411  0.343
H 1.808 1.123 0.743  0.298
H 0.463 0.177 -1.494  0.388
H -0.841 2.052 -0.506  0.520
H -2.587 0.117 0.799  0.524
H -0.129 -1.548 0.826  0.252
H -0.833 -1.680 -0.734  0.352

---

Which structure loses on stability? B does.

---

A | Here is one molecule with the formula C6H6N2 from OMol25. Energies are from ωB97M-V/def2-TZVPD.

Output
HOMO level in eV: -7.8919
Frontier orbital gap in eV: 7.9545
SMILES string: C1=c2cc[nH]c2=NC1

Last column: Mulliken charge in e.
Positions of all 14 atoms, in Å:
C -0.403 -1.291 -0.717  -0.505
C 0.373 -0.158 -0.567  0.753
C 1.794 -0.061 -0.239  -0.588
C 1.806 1.016 0.677  -0.320
N 0.463 1.415 0.978  -0.176
C -0.468 0.709 0.182  0.015
N -1.748 0.367 0.271  -0.703
C -1.867 -0.883 -0.376  -0.397
H -0.582 -1.964 -1.628  0.255
H 2.656 -0.397 -0.988  0.270
H 2.537 1.461 1.324  0.398
H 0.137 2.064 1.854  0.319
H -2.438 -0.680 -1.132  0.386
H -2.260 -1.600 0.360  0.292

---

B | Here is one molecule with the formula C6H6N2 from OMol25. Energies are from ωB97M-V/def2-TZVPD.

Output
HOMO level in eV: -7.9797
Frontier orbital gap in eV: 8.6724
SMILES string: N#CC1=C(N)CC=C1

Last column: Mulliken charge in e.
Positions of all 14 atoms, in Å:
N -3.297 -0.698 0.044  -0.539
C -2.136 -0.687 -0.096  0.094
C -0.791 -0.567 -0.110  0.308
C -0.101 0.608 -0.164  0.463
N -0.816 1.762 -0.055  -0.399
C 1.398 0.431 -0.011  -0.569
C 1.448 -1.151 0.026  -0.373
C 0.221 -1.638 -0.031  -0.737
H -1.780 1.629 0.110  0.151
H -0.523 2.692 0.138  0.193
H 1.675 0.907 0.911  0.280
H 2.097 0.931 -0.655  0.396
H 2.497 -1.491 -0.103  0.345
H 0.107 -2.727 -0.003  0.387

---

C | Here is C6H6N2 as an isolated structure from OMol25. Energies are from ωB97M-V/def2-TZVPD.

Output
HOMO level in eV: -9.1628
Frontier orbital gap in eV: 9.0816

Last column: Mulliken charge in e.
Positions of all 14 atoms, in Å:
C -1.734 1.305 -1.006  0.012
C -0.690 0.621 -0.610  0.346
C -0.167 -0.533 -1.129  -0.502
C 0.912 -0.825 -0.026  0.058
C 0.056 -0.828 1.211  -0.597
C 0.082 0.777 0.729  -0.189
H -0.513 -1.235 -1.964  0.348
H 1.658 -1.675 -0.411  0.342
H -0.858 -1.522 1.082  0.277
H 0.651 -0.932 2.147  0.310
H -0.228 1.725 1.261  0.427
H 2.119 0.979 -0.270  0.263
N -2.831 1.647 -1.386  -0.542
N 1.543 0.495 0.372  -0.553

---

D | Here is one molecule with the formula C6H6N2 from OMol25. Energies are from ωB97M-V/def2-TZVPD.

Output
HOMO level in eV: -9.7016
Frontier orbital gap in eV: 10.0550
SMILES string: C1=C[C@H]2C=NN=C2C1

Last column: Mulliken charge in e.
Positions of all 14 atoms, in Å:
C 0.458 -1.513 0.507  -0.403
C 0.684 -0.311 1.109  -0.503
C -0.270 0.754 0.485  0.428
C 0.289 2.023 -0.019  -0.365
N 0.283 2.041 -1.365  -0.424
N -0.243 0.774 -1.857  -0.551
C -0.592 0.080 -0.813  0.175
C -0.575 -1.367 -0.659  -0.528
H 0.972 -2.443 0.729  0.420
H 1.388 -0.092 1.923  0.372
H -1.265 0.896 1.110  0.293
H 0.769 2.783 0.556  0.440
H -0.383 -2.001 -1.516  0.403
H -1.514 -1.624 -0.190  0.243

---

Which structure loses on stability? C does.

---

A | Here is one molecule with the formula C6H6N2 from OMol25. Energies are from ωB97M-V/def2-TZVPD.

Output
HOMO level (spin up / spin down) in eV: -8.6918 / -8.6912
Frontier orbital gap (spin up / spin down) in eV: 7.8164 / 7.8158

Last column: Mulliken charge in e.
Positions of all 14 atoms, in Å:
C -1.303 -1.142 0.325  0.152
C 0.214 0.787 -0.768  -0.142
C 0.161 -1.371 0.811  -0.696
C 0.652 -0.093 0.317  0.861
C -1.727 0.022 -1.712  0.085
C 1.797 0.375 1.213  -1.424
N -1.847 -0.844 -0.771  -0.293
N -0.767 0.902 -1.593  -0.626
H -1.954 -1.371 1.238  0.307
H 0.895 1.608 -0.809  0.382
H -2.314 -0.115 -2.704  0.305
H 2.620 0.476 0.615  0.362
H 1.804 -0.493 1.869  0.464
H 1.771 1.260 1.970  0.262

---

B | Here is one molecule with the formula C6H6N2 from OMol25. Energies are from ωB97M-V/def2-TZVPD.

Output
HOMO level in eV: -7.9401
Frontier orbital gap in eV: 8.1282
SMILES string: C1=c2cc[nH]c2=NC1

Last column: Mulliken charge in e.
Positions of all 14 atoms, in Å:
C -1.303 1.031 -0.063  -0.950
C 0.014 0.598 0.031  1.077
C 1.436 1.043 -0.050  -0.674
C 2.136 -0.126 -0.085  -0.181
N 1.280 -1.191 0.077  -0.202
C -0.016 -0.764 0.120  -0.396
N -1.230 -1.314 -0.125  -0.622
C -2.063 -0.168 -0.007  0.005
H -1.772 1.944 -0.152  0.495
H 1.973 2.045 -0.076  0.280
H 3.260 -0.284 0.263  0.264
H 1.744 -2.183 -0.479  0.355
H -2.432 -0.154 1.148  0.197
H -3.028 -0.476 -0.602  0.352

---

Which structure loses on stability? A does.

---

A | Here is one molecule with the formula C6H6N2 from OMol25. Energies are from ωB97M-V/def2-TZVPD.

Output
HOMO level in eV: -8.5008
Frontier orbital gap in eV: 9.4563
SMILES string: C#Cc1c[nH]nc1C

Last column: Mulliken charge in e.
Positions of all 14 atoms, in Å:
C 1.530 -0.413 2.503  -0.264
C 0.766 -0.455 1.561  -0.586
C -0.064 -0.511 0.446  0.633
C -1.028 -1.433 0.118  -0.668
N -1.661 -0.988 -0.995  0.086
N -1.049 0.097 -1.526  -0.786
C -0.086 0.469 -0.751  0.573
C 0.782 1.577 -1.006  -1.114
H 1.709 -0.337 3.477  0.407
H -1.249 -2.344 0.587  0.516
H -2.578 -1.252 -1.512  0.261
H 1.854 1.255 -0.693  0.280
H 0.521 1.905 -1.908  0.425
H 0.554 2.430 -0.302  0.236

---

B | Here is C6H6N2 as an isolated structure from OMol25. Energies are from ωB97M-V/def2-TZVPD.

Output
HOMO level in eV: -9.9586
Frontier orbital gap in eV: 9.1680

Last column: Mulliken charge in e.
Positions of all 14 atoms, in Å:
C -1.238 1.725 -0.157  -1.576
C -0.660 0.336 0.056  0.887
C -1.416 -0.860 0.231  0.017
C 0.675 0.343 0.083  0.617
C 1.599 1.354 0.131  -1.124
C 1.337 -0.914 -0.074  -0.177
H -1.899 1.949 0.588  0.405
H -0.705 2.516 -0.036  0.606
H -1.692 2.066 -1.150  0.293
H 1.786 1.528 1.429  0.243
H 2.919 0.666 -0.306  0.340
H 1.368 2.385 -0.808  0.302
N -2.472 -1.483 -0.040  -0.486
N 1.964 -1.806 -0.151  -0.346

---

C | Here is one molecule with the formula C6H6N2 from OMol25. Energies are from ωB97M-V/def2-TZVPD.

Output
HOMO level in eV: -8.7194
Frontier orbital gap in eV: 8.9305
SMILES string: C#CC/C(N)=C\C#N

Last column: Mulliken charge in e.
Positions of all 14 atoms, in Å:
C -1.912 -0.509 -2.032  -0.364
C -1.230 0.589 -1.350  -0.182
C -0.365 1.291 -0.179  -0.422
C 0.168 -0.125 0.547  0.736
N -0.811 -0.980 0.999  -0.414
C 1.447 -0.330 0.868  -0.364
C 2.666 0.396 0.536  -0.013
N 3.708 0.675 -0.090  -0.496
H -2.642 -1.048 -2.747  0.322
H -1.134 1.945 0.392  0.252
H 0.498 1.781 -0.515  0.400
H -0.749 -1.768 1.493  0.164
H -1.734 -0.878 0.470  0.206
H 2.090 -1.038 1.608  0.174

---

Which structure loses on stability? C does.